Below is a molecular structure, C27H82AsBF4IN27O15P in a non-equilibrium geometry, with properties calculated with ωB97M-V/def2-TZVPD.

XYZ file:
```
159
Properties=species:S:1:pos:R:3:forces:R:3:lowdin_charge:R:1
C -2.27326 1.56507 -3.16942 0.1 -0.5 -0.3 -0.082
C -1.04895 2.23720 -3.74122 1.2 0.1 0.7 -0.341
C -1.06191 2.65075 -5.20101 -0.3 0.2 0.3 -0.059
C 0.02369 2.39933 -2.92140 -0.7 -0.5 -0.6 -0.099
C 1.19116 3.34969 -3.03875 -0.5 0.0 -0.1 -0.164
C 1.18863 4.26355 -1.78121 0.1 -0.1 -0.2 -0.159
C 2.13532 3.82321 -0.65058 0.2 0.2 -0.2 -0.370
C 2.31430 2.31047 -0.52276 0.2 -0.1 -0.2 -0.102
C 1.84488 4.53581 0.68789 0.2 0.0 0.2 -0.242
C 0.42493 4.92187 1.11091 0.3 0.2 -0.3 -0.360
As -0.83790 3.40783 1.59630 0.6 -0.5 -0.5 0.829
B -1.99051 1.70937 2.03899 -0.1 0.4 0.1 -0.794
O -2.62557 1.12148 0.97464 -0.1 -0.1 0.2 0.085
N -2.02525 1.07851 3.34103 0.0 -0.8 -0.7 -0.170
C -0.72964 0.41507 3.61629 0.1 0.3 0.5 -0.100
C -3.13958 0.14773 3.50246 -0.1 0.0 0.4 -0.120
P -0.67831 4.04401 4.04238 0.2 -0.3 0.4 0.338
O -0.37534 5.69534 4.14438 0.2 0.0 0.4 -0.558
I -2.89301 4.00067 5.18743 -0.1 0.1 0.0 0.264
C -2.47502 4.72520 1.07314 0.0 0.4 -0.1 -0.506
F -2.16045 5.35547 -0.13002 -0.2 -0.1 0.2 -0.024
F -2.66656 5.75749 1.98928 0.1 -0.1 -0.2 -0.029
C -3.82117 4.08796 0.80810 -0.1 -0.1 -0.1 -0.355
F -4.38302 3.68376 1.98232 0.1 -0.1 -0.2 0.027
F -4.69498 4.96214 0.22060 -0.2 0.1 0.1 0.047
H -2.83501 1.00080 -3.92235 0.1 0.1 0.1 0.054
H -2.95674 2.29737 -2.72232 0.1 0.0 -0.1 0.080
H -1.97019 0.84300 -2.40064 -0.2 0.2 0.0 0.068
H -0.45830 1.93860 -5.78108 -0.1 0.2 0.0 0.078
H -2.08316 2.61366 -5.59674 0.1 0.1 0.0 0.070
H -0.67205 3.65881 -5.37064 0.0 -0.2 0.0 0.051
H 0.00054 1.82621 -1.99087 -0.3 0.4 0.0 0.079
H 2.14767 2.82776 -3.13421 -0.1 0.1 -0.1 0.106
H 1.03614 3.97152 -3.92805 0.2 -0.1 0.0 0.100
H 1.49162 5.27225 -2.09463 -0.2 -0.1 0.1 0.111
H 0.15263 4.32445 -1.43006 0.2 0.1 0.0 0.084
H 3.14014 4.16197 -0.94574 -0.3 0.0 0.1 0.108
H 1.38541 1.74989 -0.64175 0.1 0.0 0.3 0.051
H 2.79160 2.07084 0.43043 -0.2 0.0 0.0 0.065
H 3.02988 1.98945 -1.28988 -0.2 -0.2 0.1 0.060
H 2.37574 5.50115 0.66001 0.0 -0.1 0.0 0.094
H 2.31778 3.93948 1.48235 0.0 0.1 0.0 0.087
H 0.54665 5.58866 1.96562 -0.3 0.0 0.0 0.043
H -0.01141 5.51099 0.30513 -0.2 -0.1 0.2 0.036
H 0.46340 2.50110 1.95171 0.0 0.1 0.1 -0.021
H -0.86989 2.93181 0.05751 -0.1 0.0 0.0 0.003
H -2.37185 1.58550 0.16697 0.0 0.1 -0.2 0.037
H -0.09227 0.31575 2.73286 -0.1 0.0 0.0 0.071
H -0.15466 0.97638 4.36111 0.0 -0.1 0.0 0.064
H -0.91711 -0.59219 4.00193 0.0 0.1 0.0 0.073
H -3.04286 -0.76960 2.89565 0.0 0.2 -0.1 0.081
H -3.20068 -0.16441 4.55473 0.0 0.1 -0.1 0.080
H -4.07637 0.65619 3.25133 0.1 -0.2 0.0 0.085
H -1.19119 6.19884 4.16451 -0.2 0.2 -0.3 -0.014
H -3.73086 3.23886 0.12191 0.0 0.0 0.2 0.141
C -4.33643 -1.90557 -3.59109 -0.2 0.0 0.4 -0.663
O -3.21400 -1.43171 -3.47120 0.5 -0.1 -0.5 -0.008
N -5.03846 -2.28033 -2.49595 -0.2 0.1 -0.2 0.174
N -4.94639 -2.08175 -4.80951 0.2 0.0 0.2 0.153
H -5.95083 -2.70042 -2.48975 0.1 -0.2 0.0 0.074
H -4.57841 -2.15241 -1.61525 0.0 0.0 0.1 0.110
H -4.43898 -1.79577 -5.62332 0.0 0.0 0.0 0.095
H -5.86667 -2.46407 -4.90734 0.0 0.0 0.0 0.091
C -5.71105 -5.32911 -0.74953 0.4 0.3 -0.1 -0.674
O -6.46764 -4.49929 -1.24469 -0.2 -0.1 0.1 -0.016
N -4.79726 -6.00355 -1.51272 -0.2 -0.2 0.0 0.159
N -5.67146 -5.60396 0.57756 -0.1 -0.3 -0.2 0.163
H -4.12903 -6.64309 -1.12760 0.1 0.1 0.0 0.096
H -4.76454 -5.78668 -2.48934 0.0 0.0 0.0 0.096
H -6.27233 -5.07403 1.17749 0.0 0.0 0.0 0.103
H -5.03825 -6.27401 0.98769 0.0 0.3 0.1 0.061
C 5.76263 3.57271 0.97707 -0.1 -0.1 0.1 -0.657
O 5.05660 3.38824 0.00417 0.3 0.0 0.0 0.039
N 5.54032 4.60297 1.85164 0.1 0.0 -0.1 0.160
N 6.82132 2.74987 1.27290 -0.1 0.1 0.0 0.149
H 6.09086 4.76277 2.67246 0.0 0.0 0.1 0.089
H 4.74772 5.19066 1.66629 -0.1 0.0 0.0 0.094
H 6.99362 1.98792 0.64288 0.0 0.0 0.0 0.098
H 7.40699 2.87112 2.07529 0.0 0.0 0.0 0.084
C 1.14908 -1.53565 -5.13549 0.0 0.3 0.4 -0.661
O 2.18290 -0.90683 -5.31977 0.0 -0.2 0.0 0.013
N 1.02147 -2.84157 -5.54136 -0.1 -0.1 -0.1 0.143
N 0.07113 -1.01150 -4.49749 0.0 -0.1 -0.2 0.195
H 0.19139 -3.38214 -5.39392 -0.1 0.1 -0.2 0.073
H 1.80678 -3.25776 -6.00172 0.1 0.0 0.0 0.103
H 0.12455 -0.05663 -4.17408 0.0 0.1 0.1 0.087
H -0.77155 -1.52819 -4.31131 -0.1 0.3 0.0 0.059
C 2.81222 5.09491 6.99229 -0.1 -0.1 0.1 -0.689
O 4.01494 4.93501 7.16408 -0.1 0.0 0.0 -0.010
N 2.23996 5.29288 5.78045 0.1 0.2 0.0 0.165
N 1.92957 5.08396 8.04861 0.0 0.1 -0.1 0.139
H 1.24972 5.40762 5.63177 0.0 0.0 -0.1 0.035
H 2.83752 5.28241 4.97689 0.0 0.0 0.0 0.101
H 2.30832 4.93333 8.96149 0.0 0.0 0.0 0.089
H 0.94007 5.19043 7.92971 0.0 -0.1 0.0 0.089
C -0.13565 -4.46240 -2.08155 0.4 -0.2 0.3 -0.671
O -0.19909 -4.79530 -0.90334 -0.1 0.1 -0.4 0.010
N -0.97845 -3.53614 -2.62172 -0.2 -0.1 -0.1 0.164
N 0.78990 -4.98747 -2.94167 -0.2 -0.1 0.2 0.166
H -0.92399 -3.22328 -3.57253 0.0 -0.1 0.3 0.041
H -1.62409 -3.08151 -2.00654 -0.1 0.2 0.0 0.093
H 1.44026 -5.65808 -2.56483 0.1 -0.2 0.1 0.072
H 0.85082 -4.72252 -3.90532 0.1 0.1 0.1 0.056
C 1.74540 -8.28252 -0.85857 -0.2 -0.1 0.1 -0.671
O 2.37809 -7.45476 -1.50097 0.0 0.1 -0.2 0.001
N 1.57607 -9.56592 -1.32323 0.0 0.1 0.1 0.138
N 1.16649 -8.01236 0.33711 0.1 0.1 -0.3 0.175
H 1.06868 -10.26576 -0.81875 0.0 0.0 0.0 0.085
H 1.99447 -9.79368 -2.20299 0.0 0.0 0.0 0.092
H 1.24584 -7.06970 0.67333 0.0 0.0 0.0 0.104
H 0.67496 -8.67804 0.90406 0.1 0.0 0.1 0.078
C 0.50108 -7.26122 3.74380 0.0 -0.1 -0.1 -0.673
O 0.82483 -8.37476 3.33788 -0.2 0.1 0.0 -0.008
N -0.71775 -6.71100 3.43856 0.1 -0.2 0.1 0.159
N 1.31884 -6.49248 4.50728 0.0 -0.1 -0.1 0.163
H -1.00799 -5.80685 3.75489 0.0 0.0 0.0 0.078
H -1.34408 -7.23940 2.86167 -0.1 0.0 0.0 0.087
H 2.22945 -6.84188 4.76198 -0.1 0.0 0.1 0.060
H 1.05687 -5.57786 4.81876 0.0 0.0 0.0 0.094
C 0.48477 8.28963 -0.40549 -0.3 -0.3 0.0 -0.680
O 1.39894 7.95135 0.32211 0.2 0.2 0.0 0.023
N -0.81447 8.30857 0.02207 0.3 0.3 0.0 0.164
N 0.68164 8.64327 -1.71891 0.0 0.2 0.2 0.146
H -1.58858 8.54040 -0.56798 0.0 -0.1 0.0 0.091
H -0.98803 7.99085 0.95768 -0.1 -0.2 0.0 0.098
H 1.62039 8.60316 -2.06426 0.0 0.0 0.0 0.095
H -0.06202 8.89163 -2.34061 0.0 -0.1 0.0 0.084
C -1.11483 5.18581 -8.21152 0.0 -0.1 0.0 -0.678
O -0.48382 5.37171 -7.19056 0.0 0.1 -0.1 0.029
N -2.34439 5.75639 -8.43158 0.1 0.0 0.0 0.144
N -0.65126 4.38260 -9.22295 0.0 0.1 0.1 0.146
H -2.88290 5.60844 -9.26194 0.0 0.0 0.0 0.084
H -2.71130 6.33781 -7.70340 0.0 0.0 0.1 0.100
H 0.23793 3.94341 -9.08065 0.0 0.0 0.0 0.102
H -1.15725 4.20817 -10.06847 0.0 0.0 0.0 0.085
C 5.42722 -0.60143 -2.34998 -0.1 0.1 0.0 -0.683
O 6.58016 -0.42168 -1.98093 0.0 0.0 0.0 -0.007
N 4.38650 -0.66312 -1.46438 0.1 -0.2 -0.1 0.159
N 5.09153 -0.75469 -3.66745 -0.2 -0.1 0.2 0.158
H 3.42982 -0.79843 -1.72898 0.0 0.1 -0.1 0.093
H 4.60317 -0.51955 -0.49743 0.0 0.1 0.0 0.099
H 5.82744 -0.70805 -4.34265 0.1 0.0 0.0 0.095
H 4.14550 -0.88531 -3.98459 -0.1 0.1 -0.1 0.060
C 4.64767 -6.44373 6.63287 0.0 0.0 -0.1 -0.657
O 3.57980 -6.89036 6.24083 0.1 0.1 0.1 0.012
N 4.71909 -5.41245 7.52662 0.0 -0.1 0.0 0.154
N 5.84285 -6.94361 6.20171 -0.1 0.0 0.1 0.155
H 5.58226 -5.02559 7.85475 0.0 0.0 0.0 0.093
H 3.85423 -5.02619 7.85131 0.0 0.0 0.0 0.104
H 5.81153 -7.69318 5.53765 0.0 0.0 0.0 0.106
H 6.73018 -6.58889 6.50017 0.0 0.0 0.0 0.093
C -4.20990 -6.19935 3.87438 0.1 0.2 0.1 -0.665
O -3.92703 -6.42777 2.70626 0.0 -0.3 0.0 -0.004
N -4.93809 -7.06360 4.64076 0.0 0.1 -0.1 0.161
N -3.80810 -5.04811 4.48802 0.0 -0.1 0.0 0.163
H -5.16926 -6.88833 5.59914 0.0 0.0 0.0 0.095
H -5.24182 -7.91586 4.21143 0.0 -0.1 0.0 0.104
H -3.29455 -4.38662 3.93491 -0.1 0.1 0.0 0.107
H -4.01939 -4.82726 5.44186 0.0 0.0 0.0 0.097
```
Forces are in eV/Å.

Calculated values
Charge: -1
Highest occupied orbital energy: -0.1251 Ha
Strongest force on any atom: 1.411 eV/Å
Lowest unoccupied orbital energy: 1.47 eV
Gap between HOMO and LUMO: 4.9 eV